The following is a quantum chemistry calculation of a 7-piece molecular cluster, C25H34F2O21 overall at a distorted geometry, from the Open Molecules 2025 dataset.

The gap between HOMO and LUMO is 0.40651 hartree. The value obtained for the max |F| is 3.39 eV/A. As for the LUMO energy: 0.30 eV. The energy is -74909.1540 eV. The relative energy (zero: lowest compared OMol25 entry of this formula, charge and spin) comes out at 71.3 kJ/mol.

The geometry in XYZ format:
```
82
Properties=species:S:1:pos:R:3:mulliken_charge:R:1
O 0.68026 1.64319 -0.24037 -0.57
C 0.15758 0.65799 -0.65569 0.49
O -1.04225 0.55683 -1.22504 -0.38
C -1.24916 -0.76282 -1.69774 -0.44
C 0.11813 -1.42323 -1.65977 1.33
F 0.75415 -1.36726 -2.88710 -0.40
O 0.83103 -0.52617 -0.80526 -0.16
H -1.93912 -1.32792 -1.06224 0.11
H -1.79661 -0.69793 -2.63705 0.37
H 0.19051 -2.49317 -1.45610 -0.42
O 1.02451 7.55971 1.80893 -0.51
C 0.67975 6.63162 1.15667 0.59
O 0.20650 5.47911 1.62190 -0.33
C 0.69018 4.47220 0.77198 0.00
C 0.72651 5.17391 -0.56471 0.40
F -0.58948 5.12570 -1.05089 -0.30
O 0.96206 6.52159 -0.20469 -0.37
H 1.70161 4.24025 1.12805 0.40
H 0.08457 3.57542 0.80149 -0.24
H 1.35710 4.83586 -1.38052 0.37
C -0.51548 -2.19772 2.96282 -1.29
C -0.95298 -3.57378 2.39873 0.61
C -2.26864 -4.14302 2.97976 -0.50
O -3.13612 -4.10762 1.82245 -0.42
C -2.46532 -3.81437 0.70991 0.49
O -2.95998 -3.63682 -0.37760 -0.61
O -1.24105 -3.38526 1.00729 -0.12
H -1.29921 -1.53678 2.58152 0.38
H 0.46295 -1.82062 2.68299 0.05
H -0.63073 -2.23258 4.04637 0.42
H -0.15051 -4.30683 2.38997 0.36
H -2.83319 -3.68047 3.78301 0.33
H -2.02733 -5.18068 3.21538 0.30
C 4.74264 -0.97432 -0.48929 -1.45
C 4.56961 -1.17423 1.00334 0.31
C 3.36676 -0.41456 1.57362 0.24
O 2.79197 -1.40973 2.41889 -0.31
C 3.30679 -2.63099 2.17620 0.67
O 2.83216 -3.62462 2.63469 -0.54
O 4.22942 -2.54782 1.21740 -0.35
H 5.32245 -0.05852 -0.65043 0.43
H 3.85190 -0.91299 -1.11013 0.27
H 5.45615 -1.71311 -0.86278 0.38
H 5.53292 -0.95546 1.46771 0.31
H 2.71131 -0.25207 0.72031 -0.18
H 3.73812 0.49597 2.03473 0.27
C 3.93717 -6.35382 -1.90420 -1.53
C 3.06638 -5.18661 -1.39600 0.74
C 1.86548 -4.85880 -2.30234 -0.29
O 0.82595 -4.82599 -1.31038 -0.36
C 1.17149 -5.42029 -0.17383 0.67
O 0.44322 -5.70400 0.72573 -0.59
O 2.49398 -5.66348 -0.17205 -0.34
H 4.61746 -6.64741 -1.10740 0.36
H 4.51519 -6.06414 -2.78452 0.41
H 3.36411 -7.22875 -2.21025 0.36
H 3.61002 -4.26331 -1.19161 0.00
H 1.67941 -5.67371 -3.00011 0.26
H 1.92176 -3.86936 -2.74557 0.27
C -3.81123 1.85795 0.75708 -1.46
C -2.72425 2.70991 1.40164 1.79
C -3.10022 4.18818 1.47517 -0.24
O -2.56947 4.54960 2.71420 -0.38
C -2.54097 3.49455 3.55845 0.55
O -2.34232 3.59817 4.71359 -0.52
O -2.64776 2.36089 2.77458 -0.43
H -4.85401 2.09268 0.97241 0.42
H -3.65706 0.79874 0.96349 0.25
H -3.70102 1.98210 -0.32641 0.30
H -1.86164 2.48850 0.76639 -0.77
H -4.18400 4.30232 1.59378 0.45
H -2.74953 4.69034 0.57497 -0.01
O -2.22702 1.91977 -4.05100 -0.55
C -2.48795 3.04521 -3.74822 0.75
O -1.82695 4.12015 -4.16680 -0.34
C -2.60808 5.30782 -3.88129 -0.34
C -3.40512 4.79336 -2.72334 0.23
O -3.59813 3.41154 -3.06456 -0.35
H -1.92742 6.12368 -3.64481 0.29
H -3.14182 5.63425 -4.77465 0.24
H -4.46393 5.07703 -2.67066 0.37
H -3.06412 5.12706 -1.74016 -0.23
```